[1]
Molecular formula: C26H45BClF3LiMg2N6O15
Method: DFT, ωB97M-V with the def2-TZVPD basis set

```
100
Properties=species:S:1:pos:R:3:forces:R:3
C 0.401742 -0.701104 2.615079 0.1 0.1 -0.3
C 1.705381 -1.456512 2.436799 -0.4 -0.3 0.0
C 1.961385 -1.954874 1.008848 0.7 0.2 0.3
C 2.805666 -0.953985 0.181571 -1.5 -0.8 -1.0
C 2.105584 -0.532449 -1.196188 1.7 0.4 1.4
C 1.112920 0.609895 -0.938388 -0.5 -0.2 -0.9
C -0.257011 -0.035798 -0.859370 0.5 0.4 0.4
C -1.450432 0.888254 -0.888331 -0.2 0.0 -0.2
N -2.608232 0.195167 -0.225741 0.8 -1.0 0.3
C -2.866547 0.474081 1.218303 -0.4 -0.4 1.2
C -4.400834 0.379104 1.435001 0.4 1.3 -1.1
C -4.974107 -0.079637 0.065399 0.2 -1.5 1.2
C -5.286105 -1.609784 0.161702 -0.4 0.2 -0.2
O -4.955295 -2.388598 -0.967440 0.1 0.2 -0.3
C -3.611942 -2.898779 -0.955225 -0.3 0.2 -0.1
C -3.558578 -4.413929 -1.063010 0.5 -0.3 -0.4
O -2.275531 -4.839430 -0.715609 0.1 0.3 0.0
C -2.142880 -5.156614 0.657582 0.2 -0.3 0.1
C -0.665687 -5.147858 1.036598 -0.3 0.1 0.0
C -3.906704 0.362247 -0.886348 -0.9 1.5 -0.8
H 0.275668 -0.385612 3.643973 -0.1 0.0 0.2
H 0.339265 0.185173 1.984712 0.1 0.2 0.0
H -0.421755 -1.352074 2.329691 -0.2 -0.1 0.1
H 2.544148 -0.861981 2.792504 0.2 0.0 0.0
H 1.654585 -2.336482 3.072282 0.1 -0.1 0.2
H 2.539534 -2.871148 1.108664 0.0 -0.2 -0.2
H 1.052912 -2.217448 0.475180 -0.2 0.0 0.0
H 2.979283 -0.059608 0.763594 0.4 0.2 -0.1
H 3.784616 -1.486306 0.028500 0.1 0.5 1.0
H 1.625451 -1.373711 -1.712011 -0.2 -0.1 0.0
H 2.911578 -0.112664 -1.866574 -0.5 0.4 -0.1
H 1.134786 1.251995 -1.816783 0.0 0.3 0.0
H 1.401207 1.213415 -0.080599 0.1 0.0 0.2
H -0.300982 -0.669305 0.024747 0.0 0.0 0.1
H -0.386779 -0.711200 -1.720727 -0.2 -0.3 0.2
H -1.297688 1.861806 -0.433877 -0.2 0.2 0.1
H -1.750724 0.983817 -1.926137 -0.1 0.4 -0.1
H -2.332148 -0.794107 -0.268864 -0.2 -0.1 -0.4
H -2.396982 -0.277433 1.845505 0.3 -0.3 -0.3
H -2.435546 1.408267 1.558923 -0.1 0.4 -0.5
H -4.770461 1.388311 1.587646 -0.1 0.0 0.5
H -4.599088 -0.256602 2.284658 -0.4 -0.1 0.1
H -5.918743 0.394223 -0.167283 0.1 0.5 -0.1
H -6.362867 -1.689738 0.279603 -0.2 -0.1 0.0
H -4.864876 -2.049638 1.065819 0.3 -0.1 0.0
H -3.033813 -2.449468 -1.758256 0.3 -0.1 -0.1
H -3.130948 -2.640107 -0.004396 0.0 0.1 0.2
H -4.315914 -4.939756 -0.480831 -0.3 0.1 0.0
H -3.736550 -4.656339 -2.184801 0.2 0.1 1.1
H -2.595801 -6.131660 0.845885 0.0 -0.1 0.0
H -2.670499 -4.437952 1.288600 -0.3 0.2 -0.1
H -0.387632 -6.092470 1.486924 0.3 -0.1 0.0
H -0.073787 -4.937044 0.151997 0.1 -0.2 -0.2
H -0.467997 -4.356823 1.756569 0.1 0.1 0.1
H -3.955062 -0.000259 -1.905451 0.4 -0.6 0.0
H -4.018344 1.438471 -1.030143 -0.1 0.1 0.1
Cl -4.992856 -4.216853 -3.485548 -0.6 0.4 -0.9
Li -5.510171 -1.922258 -3.270354 0.2 -0.6 -0.1
C -5.443936 0.118635 -6.776829 0.0 0.2 -0.1
O -5.709385 -0.876902 -6.111069 0.0 -0.2 0.5
N -4.186819 0.360210 -7.244677 0.0 -0.1 0.0
N -6.384434 1.046507 -7.097553 0.0 -0.1 0.0
H -3.945351 1.163730 -7.792514 0.0 0.0 0.0
H -3.477479 -0.313645 -7.027027 0.0 0.0 0.0
H -7.318268 0.890353 -6.767490 0.0 0.0 0.0
H -6.191883 1.866392 -7.640715 0.0 0.0 0.0
B -5.858878 5.801841 -0.915181 -0.1 0.6 0.4
O -5.000006 5.873694 -2.146456 -0.1 -0.3 0.0
C -4.904933 4.686486 -2.685871 0.3 0.4 -0.3
O -4.278568 4.385289 -3.669379 0.0 -0.2 0.0
C -5.716696 3.702958 -1.827533 -0.2 -0.2 0.2
O -5.813749 2.513624 -2.041197 0.2 -0.4 0.0
O -6.248064 4.342699 -0.831047 0.1 -0.1 -0.2
F -6.976140 6.584166 -1.050468 -0.1 -0.1 -0.1
F -5.126052 6.148703 0.202835 0.1 -0.2 0.0
F -1.265409 -1.951207 -2.260115 -0.1 0.0 0.0
C 6.876844 -0.482679 1.577335 -0.1 0.0 0.0
C 8.258397 -0.554001 1.476037 0.0 0.1 0.0
C 8.957462 0.435369 0.775624 0.1 -0.1 0.4
C 8.240184 1.472305 0.179387 -0.1 -0.1 0.0
C 6.866934 1.545587 0.263758 -0.3 0.1 0.0
C 6.182733 0.563211 0.973743 0.3 -0.2 -0.1
N 8.984406 2.526418 -0.532395 0.0 0.1 -0.1
O 10.195366 2.413420 -0.544553 0.1 0.0 0.1
O 8.347188 3.427829 -1.016600 0.0 0.0 -0.1
H 6.340978 -1.236944 2.137722 0.0 0.0 0.1
H 8.798052 -1.364981 1.947374 0.0 0.0 0.0
H 10.037734 0.385402 0.681038 0.0 -0.1 -0.4
H 6.334757 2.364166 -0.199665 0.1 0.1 0.0
H 5.108734 0.622003 1.067438 0.0 0.1 0.1
Mg 9.648002 1.686382 2.838340 -0.5 0.3 1.0
N 6.566061 2.121674 5.552750 -0.9 0.0 -0.6
O 7.783042 2.045730 5.831714 1.1 0.0 -0.2
O 6.145283 1.529805 4.536323 0.2 -0.1 -0.2
O 5.823153 2.776626 6.264857 0.3 -0.1 0.1
N 7.919494 4.621767 8.311504 -0.1 0.2 -0.2
O 8.161895 3.488393 8.724610 0.1 -0.2 -0.1
O 8.428150 4.991795 7.249114 0.0 -0.1 0.0
O 7.190702 5.370242 8.942683 0.0 -0.1 0.0
Mg 4.002691 -1.671888 -1.740425 0.2 -0.5 -1.0
```
Positions in Å, forces in eV/Å.

Properties
Max |F| in eV/Å: 2.2
Charge: +1
Frontier orbital gap in Ha: 0.0465

[2]
Molecular formula: C2H9NO4
Method: DFT, ωB97M-V with the def2-TZVPD basis set

```
16
Properties=species:S:1:pos:R:3:forces:R:3
N 0.532677 1.873636 1.544395 -1.6 -0.9 -0.2
C -0.311080 0.641330 1.571531 1.6 0.0 -1.2
C 0.192157 -0.352992 0.497457 -1.3 0.8 -0.4
O 0.520158 0.024836 -0.601812 0.4 -0.1 0.3
O -0.123380 -1.611090 0.777922 -0.4 -0.4 0.2
H -0.170041 2.590098 1.403667 0.7 0.6 0.3
H 0.982411 1.993948 2.433422 0.1 0.3 0.3
H -1.281687 0.872303 1.113972 -0.1 0.0 0.5
H -0.428634 0.164454 2.538800 -0.1 0.0 0.1
H -0.314362 -2.105934 -0.061361 0.9 0.2 0.3
O -0.504797 2.711736 -1.838816 -0.1 0.1 0.0
H -0.099504 1.976916 -1.360427 0.1 -0.2 0.1
H -1.300270 2.935142 -1.348628 0.0 0.0 0.0
O -0.022880 -3.106207 -1.435113 -0.3 0.0 -0.1
H -0.731082 -3.741362 -1.572643 0.1 -0.2 -0.2
H 0.802131 -3.515776 -1.714512 -0.1 0.0 0.1
```
Positions in Å, forces in eV/Å.

Properties
Max |F| in eV/Å: 1.9
SMILES string: NCC(=O)O.O.O
Relative energy (zero: lowest compared OMol25 entry of this formula, charge and spin) in eV: 0.711
Frontier orbital gap in Ha: 0.3702

[3]
Molecular formula: H4NO2P2
Method: DFT, ωB97M-V with the def2-TZVPD basis set

```
9
Properties=species:S:1:pos:R:3:forces:R:3
N -1.219614 0.994986 -0.182236 -0.4 2.0 0.5
O -1.569245 -1.656453 0.013856 0.5 0.9 -0.1
O 0.498303 -0.516314 0.996444 0.6 0.3 -0.9
P 2.109765 0.059442 0.244989 0.1 0.3 0.5
P -0.579989 -0.541520 -0.134037 -3.1 -1.8 4.3
H -0.817478 1.526950 0.580800 -0.2 0.2 0.0
H -1.221177 1.605040 -1.021045 0.1 -1.2 0.7
H 2.915646 -0.997170 0.776211 -0.3 0.0 0.0
H -0.116212 -0.474961 -1.274982 2.7 -0.6 -5.1
```
Positions in Å, forces in eV/Å.

Properties
Max |F| in eV/Å: 5.8
Relative energy (zero: lowest compared OMol25 entry of this formula, charge and spin) in eV: 2.107
Charge: -1
Frontier orbital gap in Ha: 0.2391

[4]
Molecular formula: C37H26CrN5OP
Method: DFT, ωB97M-V with the def2-TZVPD basis set

```
71
Properties=species:S:1:pos:R:3:forces:R:3
Cr 0.142425 -1.210780 -0.434353 -0.2 -0.5 0.3
C 4.229348 -1.726351 0.728676 -0.3 -0.8 -0.7
C 4.231782 -2.602441 1.790572 -2.0 -0.9 0.8
C 3.030832 -3.141165 2.249479 0.0 0.8 -1.4
C 1.824367 -2.735958 1.613127 -0.1 -0.6 0.9
N 1.858157 -1.932690 0.553640 0.0 0.6 -1.2
C 3.053348 -1.514635 0.062962 -0.1 0.4 0.9
N 0.626893 -3.137989 2.182121 2.3 0.1 1.1
C -0.510715 -3.024093 1.684514 -3.1 -1.0 -1.2
N -0.895235 -2.703126 0.360022 0.7 0.4 0.0
C -2.261954 -2.824173 0.244175 0.0 -0.4 0.3
N -3.056558 -2.474546 -0.713268 0.1 0.0 0.3
C -2.632120 -1.756867 -1.791290 0.5 0.3 0.3
C -3.554459 -1.572221 -2.832684 1.0 0.1 0.2
C -3.166422 -0.895265 -3.963564 -1.4 0.1 -0.1
C -1.913539 -0.336038 -4.051440 1.3 0.4 -0.7
C -1.071806 -0.544020 -2.987252 -0.7 0.1 0.3
N -1.403777 -1.174694 -1.840015 -0.1 -0.3 -0.7
C -2.800074 -3.400666 1.499292 0.2 0.4 -1.0
C -4.086677 -3.726888 1.832885 -0.3 -0.6 1.6
C -4.305523 -4.020826 3.182479 -0.1 -0.3 0.2
C -3.306935 -3.943923 4.166678 -0.3 0.6 -0.8
C -2.009765 -3.647683 3.774988 0.0 -0.2 -0.7
C -1.780190 -3.425395 2.404239 1.3 0.3 1.4
H 5.179709 -1.452911 0.356999 0.6 0.8 -0.6
H 5.136836 -2.910471 2.230609 1.0 -0.2 0.5
H 2.965287 -3.894319 2.998682 0.0 -0.2 0.6
H 3.013868 -0.881681 -0.798467 0.0 0.2 -0.5
H -4.516133 -1.962296 -2.600990 -0.7 -0.3 -0.4
H -3.858595 -0.721955 -4.774332 -0.2 -0.1 0.0
H -1.586442 0.238063 -4.952877 -0.3 -0.7 1.0
H -0.086804 -0.179682 -2.969488 1.2 0.7 -0.3
H -4.903123 -3.804070 1.155637 -0.3 0.2 -0.6
H -5.271566 -4.364701 3.521704 -0.3 0.2 -0.2
H -3.608337 -3.991321 5.211287 0.3 -0.4 -0.2
H -1.237380 -3.603489 4.517764 0.4 0.1 0.0
O -1.171281 -0.553877 2.069668 0.9 1.5 -2.2
C -0.851009 -0.084565 0.970345 -1.3 -1.0 2.2
C -1.488726 1.126094 0.398040 0.8 1.0 -0.6
C -2.783941 1.504944 0.768955 1.4 -2.1 1.1
C -3.278865 2.630203 0.207383 -0.3 1.4 -1.1
C -2.520583 3.373763 -0.713239 -0.4 1.0 -0.9
C -1.188871 3.071064 -1.091500 -2.0 -0.5 0.9
C -0.704853 1.896413 -0.513488 -0.1 -0.2 0.4
P 0.991855 1.280989 -0.720233 -0.4 -0.5 0.4
C 1.804256 1.900464 0.783316 0.1 1.3 -0.4
C 2.255640 1.094570 1.791403 -0.5 -0.5 0.5
C 2.780939 1.601535 2.968914 0.0 0.1 0.4
C 2.830894 2.943284 3.172928 0.3 1.7 -1.0
C 2.392618 3.797012 2.135495 0.4 -1.0 1.0
C 1.896073 3.299974 0.972002 -0.5 -0.4 -0.8
C 1.686939 2.228965 -2.091361 -0.1 -0.2 -0.5
C 0.940431 2.441906 -3.263668 0.7 -0.4 -0.1
C 1.576400 2.903256 -4.404776 -0.1 0.1 0.8
C 2.917563 3.251012 -4.399911 0.3 0.3 -1.8
C 3.643262 3.083371 -3.260452 1.3 0.2 2.2
C 3.031350 2.552874 -2.100935 0.2 0.4 -0.9
H -3.233824 0.813927 1.516954 -0.2 1.0 -0.7
H -4.271050 2.998608 0.406012 -0.2 -0.1 0.2
H -3.077331 4.228152 -1.195166 1.0 -0.8 0.6
H -0.672719 3.685618 -1.828270 0.0 -0.2 0.4
H 2.032823 0.056129 1.781118 0.2 -0.7 -0.2
H 3.110611 0.970133 3.761694 0.1 -0.7 0.3
H 3.281236 3.436033 4.031975 -0.2 -0.5 0.1
H 2.472630 4.830861 2.292656 0.0 1.3 0.1
H 1.508833 3.986821 0.216791 0.2 -0.2 0.1
H -0.094902 2.158955 -3.285881 -0.3 0.0 -0.2
H 1.034105 3.036743 -5.299900 -0.7 0.1 -0.8
H 3.361271 3.620864 -5.365048 -0.3 -0.3 1.3
H 4.703384 3.414967 -3.109681 -1.1 -0.4 -0.7
H 3.616119 2.420201 -1.214650 0.3 -0.1 0.4
```
Positions in Å, forces in eV/Å.

Properties
Max |F| in eV/Å: 3.5
Spin multiplicity: 4
Charge: +1
Frontier orbital gap (alpha / beta) in Ha: 0.2813 / 0.2739

Question: max |F| of number 4 (C37H26CrN5OP)?
Answer: 3.5 eV/Å

Question: The lowest max |F| belongs to which entry?
Answer: C2H9NO4